# CHIrLiO

A molecular structure, CHIrLiO at a distorted geometry (ωB97M-V/def2-TZVPD, the OMol25 dataset).

Values from the calculation:
maximum force = 3.61 eV Å⁻¹
calculated total energy = -225.30625 a.u.
spin multiplicity = 5
energy relative to the best compared isomer or geometry (same formula, charge and spin) = 18.3 kcal per mole
frontier orbital gap (alpha / beta) = 7.5 / 6.6 eV
charge = +1

Geometry as XYZ:
```
5
Properties=species:S:1:pos:R:3:forces:R:3
H 0.805 -0.656 -0.779 0.175 2.197 -0.424
Ir 1.571 1.296 1.004 -0.669 -0.447 -1.200
O -0.948 0.079 -0.357 0.340 0.939 -0.204
C 0.167 0.433 -0.750 0.282 -2.926 2.103
Li -1.595 -1.152 0.882 -0.129 0.238 -0.275
```
Forces are in eV/Å.